DFT (ωB97M-V/def2-TZVPD) results for an isolated molecule of C5H6Br2 at a distorted geometry.

## Properties
* total energy: -5342.05759 hartree
* LUMO energy: 0.316 eV
* relative energy (zero: lowest compared OMol25 entry of this formula, charge and spin): 148.8 kJ/mol
* Kohn-Sham gap: 0.387 hartree
* HOMO energy: -10.2 eV

```
! RIJCOSX wB97M-V def2-TZVPD def2/J DEFGRID3
* xyz 0 1
H 0.867 -1.954 -0.897
H -0.202 2.189 2.781
C -0.391 0.521 1.176
H -0.414 0.127 -2.282
C -0.446 -0.249 -0.069
C -0.320 0.621 -1.253
Br 2.505 -0.659 0.108
H 0.684 -2.022 0.939
Br -2.252 -1.201 -0.147
C 0.707 -1.355 -0.032
H -1.084 1.427 -1.238
C -0.279 1.429 1.944
H 0.625 1.126 -1.031
*
```